(1)
Molecular formula: C13H47MnO13
Method: DFT, wB97M-V/def2-TZVPD

Properties
- Spin multiplicity: 6
- Energy: -72169.838 eV
- Kohn-Sham gap (spin up / spin down): 5.38 / 5.10 eV
- HOMO level (spin up / spin down): -11.52 / -11.52 eV
- Net charge: +1
- ⟨S²⟩: 8.754

Each line ends with the Löwdin charge.
Element x y z (Å)
Mn (0.165, 0.513, 3.658)  1.3231
C (-0.253, -0.122, -0.253)  0.0521
C (-0.105, 0.237, 1.200)  -0.6264
O (-1.055, 0.691, 1.923)  -0.0960
O (1.010, 0.009, 1.736)  -0.0769
H (-0.011, 0.709, -0.915)  0.1001
H (-1.232, -0.496, -0.553)  0.0775
H (0.446, -0.925, -0.482)  0.0829
C (-3.028, 3.624, 1.484)  -0.1691
O (-3.244, 2.306, 1.058)  -0.1196
H (-3.141, 3.812, 2.561)  0.0777
H (-2.034, 3.984, 1.189)  0.0490
H (-3.777, 4.270, 1.030)  0.0906
H (-2.587, 1.716, 1.455)  0.0235
C (-0.831, -3.425, 0.668)  -0.1321
O (-2.157, -2.975, 0.493)  -0.1304
H (-0.272, -3.355, -0.263)  0.0627
H (-0.282, -2.846, 1.421)  0.0686
H (-0.832, -4.475, 0.976)  0.0929
H (-2.655, -2.878, 1.306)  0.0832
C (3.431, 1.180, 3.925)  -0.0418
O (2.042, 1.529, 4.162)  -0.2005
H (4.032, 1.999, 3.539)  0.1059
H (3.857, 0.778, 4.845)  0.1027
H (3.444, 0.359, 3.210)  0.0781
H (2.047, 2.227, 4.834)  0.1172
C (-2.454, -4.289, -2.619)  -0.1147
O (-2.298, -2.868, -2.618)  -0.1443
H (-2.743, -4.667, -3.596)  0.0870
H (-1.525, -4.719, -2.236)  0.0721
H (-3.253, -4.581, -1.932)  0.0842
H (-2.606, -2.585, -1.751)  0.0378
C (-0.731, 3.734, -1.621)  -0.1459
O (0.656, 3.457, -1.546)  -0.1290
H (-1.266, 3.290, -0.769)  0.0507
H (-0.937, 4.807, -1.611)  0.0880
H (-1.133, 3.257, -2.512)  0.0755
H (1.017, 3.976, -0.821)  0.0304
C (-4.279, -0.855, 0.070)  -0.1831
O (-5.392, -0.018, -0.117)  -0.0922
H (-4.639, -1.881, 0.156)  0.0843
H (-3.611, -0.807, -0.798)  0.0642
H (-3.710, -0.618, 0.978)  0.0640
H (-5.115, 0.827, -0.480)  0.0742
C (3.256, 0.582, -1.028)  -0.1505
O (4.134, 1.239, -1.936)  -0.1004
H (2.619, 1.289, -0.489)  0.0571
H (2.672, -0.156, -1.571)  0.0657
H (3.874, 0.110, -0.251)  0.0740
H (4.216, 2.160, -1.685)  0.0699
C (1.607, 3.836, 1.815)  -0.1396
O (0.911, 4.782, 1.013)  -0.1049
H (1.077, 2.874, 1.710)  0.0611
H (2.624, 3.725, 1.443)  0.0932
H (1.685, 4.063, 2.883)  0.0746
H (0.152, 5.105, 1.511)  0.0887
C (1.301, -2.882, -2.986)  -0.1414
O (2.639, -3.401, -3.070)  -0.1144
H (1.382, -1.846, -2.645)  0.0553
H (0.796, -2.957, -3.941)  0.0852
H (0.755, -3.460, -2.230)  0.0560
H (3.033, -3.265, -2.205)  0.0648
C (-1.762, 0.231, -3.831)  -0.1544
O (-0.829, -0.824, -4.031)  -0.1383
H (-1.982, 0.413, -2.772)  0.0522
H (-1.304, 1.105, -4.286)  0.0787
H (-2.717, 0.000, -4.309)  0.0826
H (-1.228, -1.613, -3.630)  0.0237
C (3.957, -2.687, 2.850)  -0.1584
O (3.076, -2.312, 1.807)  -0.1228
H (3.531, -2.526, 3.845)  0.0721
H (4.204, -3.740, 2.735)  0.0845
H (4.896, -2.125, 2.812)  0.0780
H (2.468, -1.626, 2.085)  0.0096

***

(2)
Molecular formula: C13H49N5O10
Method: DFT, wB97M-V/def2-TZVPD

Properties
- SMILES: COC[C@H](C)N.COC[C@H](C)N.COC[C@H](C)N.NC(N)=O.O.O.O.O.O.O
- Energy: -42199.050 eV
- Kohn-Sham gap: 8.65 eV
- HOMO level: -8.84 eV
- Net charge: 0

Each line ends with the Löwdin charge.
Element x y z (Å)
C (-12.541, 16.400, 16.283)  -0.0934
O (-13.146, 16.351, 15.009)  -0.2162
C (-14.067, 15.281, 14.896)  -0.1917
C (-14.637, 15.368, 13.449)  -0.3843
C (-15.860, 14.407, 13.209)  -0.0416
N (-13.551, 14.842, 12.636)  0.0250
H (-11.602, 16.887, 16.019)  0.0854
H (-12.400, 15.492, 16.870)  0.0971
H (-13.001, 17.110, 16.970)  0.0901
H (-13.610, 14.301, 15.031)  0.1343
H (-14.937, 15.405, 15.541)  0.1243
H (-15.020, 16.355, 13.191)  0.1316
H (-16.332, 14.512, 12.232)  0.0633
H (-16.575, 14.600, 14.008)  0.0787
H (-15.550, 13.363, 13.163)  0.0773
H (-12.694, 15.303, 12.908)  0.0822
H (-13.384, 13.846, 12.618)  0.0942
C (-16.475, 20.242, 13.033)  -0.1203
O (-17.031, 20.100, 11.755)  -0.1827
C (-16.479, 19.100, 10.956)  -0.1935
C (-17.064, 19.178, 9.484)  -0.3656
C (-18.552, 18.763, 9.410)  -0.0720
N (-16.350, 18.242, 8.603)  0.0291
H (-15.410, 20.473, 13.070)  0.0772
H (-16.470, 19.310, 13.597)  0.0771
H (-16.928, 21.095, 13.539)  0.0930
H (-15.390, 19.148, 10.953)  0.1029
H (-16.747, 18.199, 11.508)  0.1126
H (-16.986, 20.155, 9.007)  0.1349
H (-19.084, 19.665, 9.713)  0.0715
H (-18.881, 17.964, 10.074)  0.0725
H (-18.934, 18.517, 8.419)  0.0736
H (-16.741, 17.311, 8.619)  0.0528
H (-15.373, 18.166, 8.846)  0.0133
C (-9.507, 17.905, 10.418)  -0.0889
O (-9.855, 17.260, 9.211)  -0.1921
C (-9.169, 16.100, 8.880)  -0.2167
C (-7.684, 16.285, 8.528)  -0.4192
C (-7.081, 15.381, 7.419)  -0.0770
N (-6.850, 16.013, 9.690)  0.0292
H (-9.954, 18.899, 10.410)  0.0639
H (-8.438, 18.108, 10.363)  0.0812
H (-9.706, 17.196, 11.221)  0.0921
H (-9.329, 15.387, 9.689)  0.1212
H (-9.603, 15.644, 7.990)  0.1133
H (-7.593, 17.293, 8.124)  0.1418
H (-6.055, 15.693, 7.226)  0.0757
H (-7.639, 15.505, 6.491)  0.0716
H (-7.079, 14.308, 7.611)  0.0755
H (-6.012, 16.527, 9.458)  0.0691
H (-6.620, 15.047, 9.505)  0.0568
N (-13.120, 17.971, 8.786)  0.1987
C (-12.620, 18.832, 9.635)  -0.7732
N (-12.613, 18.362, 10.820)  0.2087
O (-12.011, 19.805, 9.326)  0.0342
H (-13.509, 17.102, 9.126)  0.0639
H (-12.993, 18.138, 7.798)  0.1197
H (-12.102, 18.906, 11.500)  0.1093
H (-13.137, 17.517, 11.003)  0.0986
O (-12.068, 16.633, 5.845)  -0.0432
H (-11.839, 15.837, 6.325)  0.0251
H (-13.024, 16.614, 5.792)  0.0289
O (-11.306, 18.171, 13.678)  -0.0386
H (-11.915, 17.478, 13.931)  -0.0099
H (-11.735, 18.981, 13.956)  0.0455
O (-12.313, 14.213, 9.830)  -0.0576
H (-12.857, 13.461, 9.594)  0.0292
H (-12.940, 14.904, 10.042)  -0.0307
O (-12.329, 21.410, 7.132)  -0.0668
H (-12.158, 20.788, 7.840)  -0.0373
H (-12.795, 22.132, 7.555)  0.0254
O (-14.731, 15.874, 10.109)  -0.0541
H (-14.653, 15.689, 11.045)  -0.0085
H (-15.472, 15.343, 9.820)  0.0678
O (-9.697, 21.208, 9.290)  -0.0606
H (-9.209, 20.510, 8.855)  0.0256
H (-10.558, 20.827, 9.464)  -0.0304

***

(3)
Molecular formula: C13H50N10O12
Method: DFT, wB97M-V/def2-TZVPD

Properties
- SMILES: NC(N)=O.NC(N)=O.NC(N)=O.NC(N)=O.NC(N)=O.CCO.CO.CO.CO.CO.CO.CO
- Energy: -53755.786 eV
- Kohn-Sham gap: 7.88 eV
- HOMO level: -8.43 eV
- Net charge: 0

Each line ends with the Löwdin charge.
Element x y z (Å)
N (10.642, -1.293, 11.874)  0.1750
C (9.857, -0.409, 11.346)  -0.6019
N (9.077, -0.931, 10.412)  0.1034
O (9.829, 0.945, 11.738)  -0.1511
H (11.134, -1.024, 12.758)  0.1467
H (10.440, -2.286, 11.756)  0.1307
H (9.019, -0.084, 9.807)  0.0438
H (8.051, -0.931, 10.680)  0.1413
N (8.055, 3.596, 8.654)  0.1247
C (7.990, 2.671, 9.549)  -0.5747
N (8.184, 3.179, 10.713)  0.1516
O (8.048, 1.296, 9.307)  -0.0974
H (8.160, 3.441, 7.636)  0.0911
H (7.834, 4.577, 8.910)  0.1551
H (8.173, 2.403, 11.403)  0.1364
H (8.084, 4.172, 10.886)  0.1349
N (10.956, 4.096, 11.079)  0.1973
C (11.538, 4.049, 9.959)  -0.5874
N (10.770, 3.804, 8.902)  0.1620
O (12.912, 4.223, 9.769)  -0.1261
H (11.611, 4.237, 11.794)  0.1122
H (10.054, 3.650, 11.307)  0.0930
H (11.211, 3.890, 8.006)  0.0797
H (9.666, 3.809, 8.958)  0.0921
N (13.441, -2.836, 8.009)  0.0949
C (13.019, -1.607, 8.074)  -0.6631
N (12.159, -1.625, 9.030)  0.1424
O (13.243, -0.693, 7.078)  -0.0649
H (14.434, -2.687, 8.401)  0.1506
H (13.757, -3.082, 7.027)  0.1266
H (12.634, -1.178, 9.867)  0.1509
H (11.487, -0.809, 8.909)  0.0969
N (9.586, 6.040, 6.001)  0.1674
C (9.637, 4.748, 5.981)  -0.5956
N (8.495, 4.192, 5.933)  0.1238
O (10.830, 3.969, 5.942)  -0.1228
H (10.524, 6.414, 5.844)  0.1382
H (8.730, 6.654, 5.815)  0.1641
H (8.496, 3.153, 5.587)  0.1176
H (7.679, 4.785, 5.798)  0.1339
C (5.430, -1.204, 7.409)  -0.0688
C (6.905, -0.847, 7.241)  -0.3311
O (7.409, -1.290, 6.031)  -0.0998
H (5.086, -2.258, 7.279)  0.0942
H (4.739, -0.514, 6.901)  0.0733
H (5.310, -0.956, 8.429)  0.0499
H (7.470, -1.254, 8.008)  0.0848
H (7.002, 0.254, 7.297)  0.0996
H (6.906, -0.869, 5.299)  0.1108
C (13.364, 2.419, 5.897)  -0.1896
O (13.509, 3.788, 5.665)  -0.1225
H (14.225, 1.854, 5.583)  0.0747
H (12.591, 2.085, 5.203)  0.0652
H (13.140, 2.194, 6.920)  0.0574
H (12.605, 4.100, 5.737)  0.0025
C (15.167, 1.514, 9.021)  -0.1650
O (13.845, 1.650, 9.481)  -0.1339
H (15.409, 2.389, 8.387)  0.0994
H (15.315, 0.591, 8.559)  0.0418
H (15.888, 1.518, 9.792)  0.0507
H (13.620, 2.583, 9.462)  0.0025
C (9.121, 1.200, 4.145)  -0.1243
O (8.227, 1.596, 5.147)  -0.1595
H (8.952, 0.143, 3.845)  0.0895
H (10.134, 1.163, 4.577)  0.0818
H (9.056, 1.837, 3.213)  0.1051
H (7.321, 1.331, 4.880)  0.1137
C (10.328, 0.993, 7.445)  -0.1400
O (10.693, 0.877, 8.802)  -0.1566
H (9.918, 1.926, 7.287)  0.0177
H (9.514, 0.289, 7.194)  0.0838
H (11.214, 0.843, 6.847)  0.0608
H (10.863, 1.791, 9.109)  0.0624
C (13.847, -0.237, 3.167)  -0.1831
O (12.756, -0.249, 4.033)  -0.1417
H (13.490, -0.367, 2.128)  0.0878
H (14.541, -0.984, 3.365)  0.0516
H (14.376, 0.709, 3.190)  0.0724
H (13.153, -0.213, 4.946)  0.0553
C (10.553, -2.241, 5.814)  -0.1917
O (9.559, -2.816, 6.586)  -0.1365
H (10.142, -2.268, 4.812)  0.0671
H (11.436, -2.878, 5.666)  0.0869
H (10.721, -1.174, 5.966)  0.0481
H (8.616, -2.598, 6.372)  0.0601

***

Relative energy (zero: lowest compared OMol25 entry of this formula, charge and spin)
In order: 0.0 69.2 94.4
Unit: kcal per mole